18
Properties=species:S:1:pos:R:3 method="wB97M-V/def2-TZVPD" total_charge=0 lumo_energy_ha="0.0006 / 0.0002" orbital_gap_ev="7.4 / 7.5"
C 2.97 1.34 1.06
C 2.05 2.47 1.10
C 2.48 0.25 0.45
C 0.52 -0.48 -0.76
C -0.76 -0.55 -1.45
N 1.16 0.30 -0.05
N 0.93 2.15 0.53
N -3.69 -2.54 -0.15
O 0.03 2.84 0.12
Cl 3.34 -1.24 0.23
H 3.93 1.44 1.61
H 2.34 3.50 1.42
H -1.14 0.43 -1.50
H -1.44 -1.19 -0.78
H -0.64 -0.97 -2.36
H -4.03 -3.52 0.11
H -4.58 -2.07 -0.40
H -3.48 -2.16 0.81



16
Properties=species:S:1:pos:R:3 method="wB97M-V/def2-TZVPD" total_charge=0 lumo_energy_ha=0.0017 orbital_gap_ev=9.9
C -2.06 0.10 -0.22
C -0.85 -1.38 -1.71
C 1.53 1.36 -0.12
C 0.82 -0.01 1.59
C -1.71 -1.15 -0.73
N -2.26 1.17 0.13
O 1.14 0.02 0.24
Cl -2.55 -2.37 0.18
H -0.20 -0.57 -2.00
H 1.73 0.36 2.10
H -0.73 -2.27 -2.15
H 2.52 1.81 0.12
H 0.70 1.92 0.17
H 1.42 1.24 -1.26
H 0.33 -1.02 1.99
H 0.17 0.80 1.68



16
Properties=species:S:1:pos:R:3 method="wB97M-V/def2-TZVPD" total_charge=+1 lumo_energy_ha="-0.2020 / -0.2131" orbital_gap_ev="7.5 / 5.3"
C -1.61 0.31 0.40
C -0.46 -1.39 1.40
C 0.48 -0.45 0.77
C -2.68 0.82 -0.35
C 3.42 0.56 -1.73
O -1.77 -0.88 1.04
O -0.26 0.53 0.26
Cl 4.87 0.15 -0.93
H -0.29 -2.39 1.15
H -0.39 -1.39 2.62
H 1.59 -0.51 0.78
H -3.05 1.76 0.23
H -3.49 0.23 -0.38
H -2.44 1.48 -1.23
H 2.47 0.23 -1.28
H 3.60 0.94 -2.74



19
Properties=species:S:1:pos:R:3 method="wB97M-V/def2-TZVPD" total_charge=0 lumo_energy_ha="-0.0889 / -0.0889" orbital_gap_ev="1.2 / 1.2"
C -7.17 -0.70 -2.16
O -6.37 0.32 -1.74
C -7.54 -0.63 -3.65
H -6.70 -1.71 -2.00
H -8.13 -0.77 -1.60
H -8.16 -1.50 -3.95
H -8.10 0.29 -3.87
H -6.63 -0.63 -4.28
C -1.89 -0.22 3.24
O -1.79 0.45 2.09
C -2.95 0.21 1.28
C -3.92 -0.41 2.26
O -3.07 -0.78 3.37
O -1.02 -0.24 4.08
F -2.55 -0.68 0.32
H -3.26 1.15 0.82
H -4.67 0.30 2.61
H -4.39 -1.32 1.87
Cs 2.67 0.30 5.33



22
Properties=species:S:1:pos:R:3 method="wB97M-V/def2-TZVPD" total_charge=+1 lumo_energy_ha=-0.1557 orbital_gap_ev=10.0
C 0.29 0.42 1.96
C -1.05 -0.19 1.65
C 1.35 0.21 0.95
C -2.63 -1.02 -0.04
C 2.21 0.72 -1.24
N -1.45 -0.30 0.47
N 1.07 0.61 -0.35
N -0.47 0.09 -2.23
F 0.60 -0.06 3.21
F -1.53 -0.92 2.57
F 1.46 -1.25 1.04
F 2.50 0.59 1.47
F 0.11 1.73 2.07
P -0.54 0.97 -0.88
H -3.50 -0.99 0.51
H -2.82 -0.58 -1.02
H -2.35 -1.97 -0.20
H 3.08 1.28 -0.68
H 2.57 -0.29 -1.68
H 1.94 1.28 -2.16
H -1.19 0.16 -2.94
H 0.33 -0.48 -2.49



16
Properties=species:S:1:pos:R:3 method="wB97M-V/def2-TZVPD" total_charge=+1 lumo_energy_ha=-0.1415 orbital_gap_ev=10.6
C -0.44 1.66 0.07
C -1.30 0.65 0.12
C -0.67 -1.02 0.03
C 1.09 1.38 0.24
C 1.50 0.09 -0.34
N 0.65 -1.06 -0.07
N -1.60 -1.97 0.17
F -2.65 0.57 -0.13
H -0.58 2.70 0.05
H 1.62 2.24 -0.23
H 1.29 1.21 1.31
H 1.44 0.11 -1.46
H 2.41 -0.18 0.19
H 1.11 -1.99 -0.48
H -2.39 -1.47 0.48
H -1.48 -2.93 0.06



16
Properties=species:S:1:pos:R:3 method="wB97M-V/def2-TZVPD" total_charge=0 lumo_energy_ha=0.0374 orbital_gap_ev=10.7
C -1.24 -0.03 -0.60
C -0.80 1.36 -0.05
C 0.52 0.88 0.61
C 0.03 -0.84 -0.27
C 1.19 0.13 -0.59
H -2.07 -0.92 0.86
H -1.48 0.02 -1.66
H -1.56 1.82 0.54
H -0.59 1.97 -0.89
H 1.05 1.57 1.27
H 1.08 -0.80 1.52
H 0.07 -1.88 -0.58
H 1.20 0.63 -1.59
N 0.16 -0.48 1.19
O -2.34 -0.62 -0.02
F 2.41 -0.35 -0.25



16
Properties=species:S:1:pos:R:3 method="wB97M-V/def2-TZVPD" total_charge=0 lumo_energy_ha=0.0168 orbital_gap_ev=9.7
C 0.87 -0.44 0.12
C -0.50 -1.11 -0.35
C -1.67 -0.23 0.12
C -1.03 1.09 0.42
C 0.51 0.90 0.54
H 2.89 -0.44 -0.20
H 2.25 0.95 -1.40
H 1.57 -0.99 1.05
H -0.84 -2.25 -0.05
H -0.46 -1.14 -1.50
H -2.14 -0.67 0.99
H -1.67 1.57 1.18
H 1.06 1.18 1.57
N 2.08 -0.47 -0.96
F -2.67 -0.19 -0.90
S -0.23 2.23 -0.63



In order of appearance, relative energy (zero: lowest compared OMol25 entry of this formula, charge and spin) = 93.1, 86.6, 100.4, 79.4, 51.6, 38.8, 51.1, 103.3 kcal per mole.
In order of appearance, calculated total energy = -894.7981, -785.3901, -805.5228, -616.1478, -1200.0003, -404.3794, -425.1237, -747.9414 Eh.